DFT (the ωB97M-V functional and the def2-TZVPD basis) results for C68H49FGeN2O4P3S2Tl as an isolated structure in a non-equilibrium geometry.

Results
LUMO: -2.13 eV
Kohn-Sham gap: 4.98 eV
energy relative to the best compared isomer or geometry (same formula, charge and spin): 0.000 eV

```
131
Properties=species:S:1:pos:R:3:forces:R:3:lowdin_charge:R:1
Tl 0.977 1.390 -0.995 -0.17 -0.10 -0.20 0.6326
F -1.927 0.840 3.408 0.15 -0.15 -0.68 -0.4129
Ge -1.108 0.578 1.763 0.02 0.15 0.87 0.9944
C -2.168 -1.564 -0.227 -0.64 0.53 0.91 -0.1109
C -4.608 -1.337 -0.788 0.14 -0.21 0.13 -0.2531
C -4.425 -1.654 -2.251 -0.07 -0.03 -0.03 -0.0390
C -3.384 -2.265 -2.838 -0.25 0.12 -0.30 -0.0578
C -2.102 -2.681 -2.339 0.05 0.02 0.54 -0.0279
C -1.493 -2.406 -1.144 0.22 -0.12 -0.33 -0.2901
P 0.299 -2.821 -0.897 0.03 0.03 0.15 1.1134
C 0.673 -3.739 -2.437 0.01 0.21 -0.04 -0.3972
C 0.987 -2.958 -3.553 -0.01 0.00 0.11 -0.1146
C 1.277 -3.549 -4.771 -0.10 0.06 -0.04 -0.0715
C 1.275 -4.933 -4.881 0.04 -0.03 0.01 -0.0784
C 0.984 -5.716 -3.773 0.00 -0.05 -0.03 -0.0753
C 0.675 -5.126 -2.556 -0.01 0.08 0.04 -0.0765
C 0.303 -4.169 0.332 -0.04 0.18 0.04 -0.4152
C -0.821 -4.858 0.775 0.04 0.04 -0.07 -0.0952
C -0.693 -5.830 1.758 -0.10 -0.05 0.06 -0.0811
C 0.550 -6.115 2.303 0.02 0.02 0.07 -0.0920
C 1.677 -5.434 1.859 0.00 -0.05 -0.01 -0.0826
C 1.552 -4.464 0.880 -0.04 0.00 -0.03 -0.1083
C 0.159 -0.726 2.779 0.43 0.41 0.24 -0.2595
C -0.091 -2.051 3.134 -0.11 0.26 -0.34 -0.0992
C 0.630 -2.702 4.120 0.02 -0.09 0.06 -0.0532
C 1.626 -2.043 4.819 0.04 -0.14 0.23 -0.0620
C 1.929 -0.735 4.503 -0.05 0.27 -0.13 -0.1007
C 1.229 -0.098 3.472 -0.51 0.16 -0.23 -0.3066
P 1.745 1.590 3.140 0.84 -0.20 -0.19 1.0791
C 0.819 2.859 3.977 -0.08 -0.37 -0.15 -0.2852
C 0.203 2.569 5.193 0.01 -0.02 -0.05 -0.0626
C -0.503 3.564 5.843 0.01 -0.01 0.11 -0.0577
C -0.590 4.833 5.286 0.02 -0.04 -0.04 -0.0534
C 0.020 5.113 4.070 -0.01 0.07 -0.01 -0.0511
C 0.723 4.126 3.402 0.05 0.01 -0.05 -0.0525
C 3.587 1.808 3.128 -0.32 0.07 0.42 -0.2320
C 3.986 3.283 3.334 0.11 -0.11 0.38 -0.2091
C 5.440 3.482 3.629 -0.12 0.04 -0.13 -0.0089
C 6.276 2.455 3.772 0.05 0.17 0.02 -0.0487
C 5.831 1.065 3.689 -0.12 -0.12 0.05 -0.0330
C 4.558 0.743 3.457 -0.01 -0.09 -0.04 -0.0420
C -2.605 -1.080 0.978 -0.04 -0.78 -1.10 -0.2771
C -3.176 -1.611 2.221 0.21 0.03 0.56 -0.0876
C -4.198 -2.467 2.262 0.14 0.05 -0.04 -0.0699
C -4.879 -3.080 1.130 0.01 -0.05 -0.08 -0.0784
C -5.018 -2.636 -0.121 -0.11 0.00 -0.07 -0.0279
C -3.348 -0.639 -0.282 0.36 0.35 -0.31 -0.4049
P -2.996 1.120 -0.774 -0.10 -0.05 -0.25 1.0543
C -3.948 1.286 -2.332 0.08 -0.04 0.08 -0.3717
C -5.319 1.522 -2.397 0.04 0.01 -0.05 -0.0943
C -5.961 1.552 -3.626 -0.06 0.00 0.02 -0.0807
C -5.239 1.361 -4.797 -0.02 -0.01 -0.04 -0.0822
C -3.866 1.163 -4.743 0.03 -0.04 -0.01 -0.0741
C -3.226 1.129 -3.515 -0.04 0.09 0.08 -0.1050
C -4.021 2.077 0.397 0.15 -0.06 -0.01 -0.3979
C -3.669 3.424 0.508 -0.05 -0.03 0.02 -0.1034
C -4.332 4.254 1.397 -0.04 0.04 0.00 -0.0785
C -5.357 3.744 2.184 0.03 -0.01 0.00 -0.0838
C -5.710 2.408 2.080 -0.09 0.00 0.06 -0.0753
C -5.040 1.571 1.198 0.03 0.01 -0.03 -0.0848
H -5.456 -0.650 -0.705 0.03 0.00 -0.01 0.1299
H -5.267 -1.408 -2.891 0.04 0.03 -0.05 0.1223
H -3.512 -2.482 -3.894 -0.01 0.04 0.01 0.1139
H -1.550 -3.307 -3.029 -0.01 -0.04 0.04 0.0983
H 0.986 -1.876 -3.458 0.07 -0.02 -0.03 0.0924
H 1.489 -2.926 -5.631 0.07 -0.02 0.00 0.1066
H 1.510 -5.402 -5.827 0.00 0.00 -0.01 0.1048
H 0.995 -6.796 -3.855 -0.01 0.00 -0.01 0.1051
H 0.439 -5.743 -1.698 0.01 -0.01 -0.01 0.1027
H -1.793 -4.639 0.345 -0.02 0.01 0.03 0.1032
H -1.568 -6.371 2.096 0.00 0.01 0.01 0.1042
H 0.641 -6.861 3.082 0.00 -0.03 -0.03 0.1038
H 2.649 -5.657 2.282 0.00 0.00 -0.01 0.1074
H 2.425 -3.927 0.523 0.01 0.01 0.10 0.1077
H -0.890 -2.587 2.640 -0.01 -0.11 -0.02 0.0808
H 0.390 -3.726 4.368 0.00 -0.07 -0.04 0.1081
H 2.160 -2.547 5.614 0.02 0.02 0.00 0.1120
H 2.689 -0.201 5.062 0.07 -0.07 -0.04 0.1083
H 0.267 1.570 5.606 -0.08 0.00 0.02 0.1129
H -0.992 3.347 6.783 -0.01 0.01 0.00 0.1115
H -1.145 5.606 5.801 -0.01 0.01 0.00 0.1106
H -0.051 6.101 3.636 -0.03 0.00 0.00 0.1136
H 1.191 4.330 2.447 0.00 0.00 0.00 0.1192
H 3.376 3.869 4.029 -0.03 -0.03 -0.06 0.1435
H 5.769 4.509 3.729 0.08 -0.02 0.00 0.1196
H 7.324 2.627 3.973 0.01 0.04 -0.04 0.1183
H 6.576 0.294 3.830 -0.02 -0.04 -0.04 0.1195
H 4.224 -0.283 3.386 0.18 -0.02 -0.07 0.1092
H -2.796 -1.203 3.150 -0.03 -0.11 0.02 0.0860
H -4.545 -2.780 3.241 0.00 0.08 0.03 0.1087
H -5.365 -4.022 1.363 0.00 -0.02 -0.08 0.1036
H -5.583 -3.271 -0.798 -0.04 -0.05 0.09 0.1150
H -5.882 1.692 -1.487 -0.02 -0.02 0.00 0.1029
H -7.030 1.723 -3.670 0.01 0.02 -0.02 0.1044
H -5.748 1.381 -5.752 0.01 0.01 -0.01 0.1035
H -3.293 1.037 -5.652 -0.01 0.02 -0.01 0.1054
H -2.151 0.990 -3.458 0.02 -0.03 -0.06 0.0931
H -2.867 3.812 -0.111 0.02 0.03 0.06 0.1060
H -4.050 5.295 1.482 0.01 0.00 -0.02 0.1037
H -5.874 4.386 2.885 -0.01 0.01 -0.01 0.1023
H -6.516 2.019 2.689 0.04 -0.04 0.02 0.1046
H -5.313 0.524 1.142 0.01 0.01 0.05 0.0987
S 2.539 3.760 -1.640 -0.03 0.08 0.49 0.5104
C 2.308 3.115 -3.183 -0.22 -0.15 -0.54 -1.1826
N 1.563 2.062 -3.446 0.06 0.03 0.05 -0.1259
C 1.447 1.814 -4.796 0.10 0.11 -0.17 -0.3276
C 0.671 0.816 -5.385 0.04 0.03 0.02 -0.0387
C 0.631 0.723 -6.765 -0.06 -0.10 0.04 -0.1055
C 1.361 1.595 -7.569 0.09 0.08 -0.09 -0.1044
C 2.136 2.595 -7.001 -0.07 -0.03 0.04 -0.0940
C 2.168 2.699 -5.619 0.06 0.03 0.13 -0.4754
S 3.006 3.859 -4.624 -0.17 -0.16 0.07 1.0192
H 0.102 0.136 -4.762 -0.02 0.00 0.03 0.0918
H 0.014 -0.038 -7.228 0.04 -0.02 -0.01 0.0958
H 1.326 1.494 -8.645 -0.03 0.02 0.00 0.0981
H 2.690 3.294 -7.613 0.02 -0.05 -0.05 0.1068
O 8.421 1.476 -1.457 0.13 -0.08 0.04 -0.0131
C 7.790 1.355 -0.407 -0.85 0.12 -0.03 -0.6995
O 8.117 1.211 0.790 0.28 0.10 -0.01 -0.0403
C 6.222 1.308 -0.522 0.71 -0.43 0.16 -0.0646
C 5.581 0.406 -1.361 -0.14 0.21 -0.01 0.0212
C 4.224 0.175 -1.190 0.09 0.05 -0.12 -0.1267
N 3.491 0.780 -0.257 -0.20 -0.35 -0.08 0.0139
C 4.110 1.668 0.516 0.24 0.19 -0.18 -0.2501
C 5.452 1.973 0.422 -0.34 0.06 -0.06 0.0655
C 3.346 2.249 1.643 0.02 -0.04 0.34 -0.3946
O 3.612 3.589 1.963 0.00 0.10 -0.27 0.0404
O 1.896 1.973 1.583 -0.25 0.26 0.17 -0.2979
H 6.140 -0.108 -2.132 0.03 -0.03 0.04 0.1218
H 3.699 -0.536 -1.819 -0.03 -0.01 -0.02 0.1046
H 5.904 2.691 1.088 0.09 -0.07 0.04 0.1252
```
Forces are in eV/Å.